# 1
Density functional theory data (wB97M-V/def2-TZVPD) for a structure of composition C30H26F5FeN3OS.

**Total charge**: +1
**HOMO-LUMO gap (spin up / spin down)**: 6.911 / 6.315 eV
**Spin multiplicity**: 2

Last column: Löwdin charge in e.
CARTESIAN COORDINATES (ANGSTROEM)
Fe -0.081 0.551 0.261  0.88
C -0.320 0.709 -4.242  0.00
C -0.066 0.989 -2.797  -0.24
N -0.292 0.118 -1.882  0.00
N -0.855 -1.056 -2.161  0.08
C -1.462 -1.565 -1.101  -0.44
O -1.451 -0.975 0.036  -0.17
C -2.235 -2.801 -1.305  -0.19
C -2.013 -3.602 -2.423  -0.02
C -2.800 -4.720 -2.637  -0.06
C -3.802 -5.047 -1.732  -0.07
C -3.999 -4.275 -0.597  -0.07
C -3.221 -3.150 -0.382  -0.07
C 0.334 2.300 -2.293  -0.22
C 0.778 3.331 -3.114  0.00
C 1.070 4.567 -2.561  -0.03
C 0.889 4.752 -1.200  -0.03
C 0.446 3.678 -0.447  -0.11
N 0.179 2.482 -0.969  0.06
H -0.295 -0.366 -4.400  0.08
H 0.411 1.192 -4.887  0.08
H -1.315 1.064 -4.521  0.11
H -1.221 -3.340 -3.110  0.11
H -2.637 -5.340 -3.508  0.11
H -4.439 -5.902 -1.917  0.11
H -4.769 -4.544 0.114  0.11
H -3.390 -2.515 0.478  0.11
H 0.891 3.165 -4.175  0.12
H 1.436 5.370 -3.186  0.12
H 1.094 5.703 -0.729  0.12
H 0.283 3.785 0.618  0.12
C 3.848 1.977 -1.964  -0.06
C 3.534 0.550 -1.527  -0.37
C 4.844 -0.241 -1.385  -0.04
C 2.768 0.440 -0.231  -0.22
C 2.166 -0.784 0.096  -0.04
C 1.673 -1.027 1.375  -0.08
C 1.702 -0.033 2.364  -0.28
C 1.309 -0.352 3.779  -0.02
C 2.204 1.220 2.000  -0.03
C 2.746 1.444 0.735  -0.03
H 4.317 1.958 -2.946  0.09
H 4.546 2.458 -1.277  0.09
H 2.947 2.585 -2.034  0.05
H 2.939 0.070 -2.312  0.14
H 5.452 0.171 -0.578  0.09
H 5.419 -0.183 -2.309  0.09
H 4.656 -1.292 -1.167  0.08
H 2.183 -1.598 -0.620  0.14
H 1.329 -2.019 1.632  0.05
H 0.226 -0.355 3.911  0.09
H 1.741 0.368 4.471  0.09
H 1.669 -1.346 4.044  0.09
H 2.259 1.999 2.750  0.12
H 3.209 2.400 0.532  0.12
F -2.251 -7.119 5.732  0.17
C -1.917 -6.245 4.806  -0.12
C -1.421 -6.690 3.584  -0.14
F -1.265 -7.991 3.377  0.14
C -1.091 -5.775 2.607  -0.24
F -0.621 -6.208 1.451  0.12
C -1.228 -4.391 2.823  -0.50
S -0.800 -3.249 1.625  0.96
C -1.716 -3.977 4.076  -0.24
F -1.838 -2.680 4.326  0.10
C -2.054 -4.883 5.056  -0.14
F -2.497 -4.469 6.238  0.14

***

# 2
Density functional theory data (wB97M-V/def2-TZVPD) for the ion C11H10NO2S with charge +1.

**Total charge**: +1
**HOMO-LUMO gap**: 9.156 eV
**Structure (SMILES)**: CC1=CSC(=O)[N@@+]1(C=O)c1ccccc1

Last column: Löwdin charge in e.
CARTESIAN COORDINATES (ANGSTROEM)
C 2.893 1.418 -0.266  -0.02
C 2.551 0.271 -0.997  -0.01
C 1.935 2.100 0.532  -0.04
C 1.214 -0.173 -1.071  -0.04
C 0.652 1.592 0.507  0.02
C 0.294 0.504 -0.354  -0.21
C -2.509 -0.670 1.397  -0.23
C -1.347 -0.966 0.837  -0.31
C -2.130 0.915 -0.527  -0.66
C -1.141 -0.938 -1.750  -0.12
C -0.407 -1.951 1.303  0.00
N -1.046 -0.089 -0.360  -0.05
O -2.060 1.800 -1.294  0.15
O -1.470 -2.046 -1.729  0.24
S -3.512 0.692 0.642  1.08
H 3.838 1.957 -0.020  0.13
H 3.211 -0.215 -1.708  0.12
H 2.132 2.988 1.088  0.11
H 1.010 -1.039 -1.566  0.09
H -0.148 1.908 1.231  0.15
H -2.754 -1.249 2.241  0.09
H -0.779 -0.199 -2.519  0.19
H 0.159 -2.446 0.496  0.12
H -0.771 -2.740 1.864  0.08
H 0.185 -1.424 2.024  0.11

***

# 3
Density functional theory data (wB97M-V/def2-TZVPD) for a structure of composition CH22F3Hf2O22S3.

**Total charge**: +2
**HOMO-LUMO gap (spin up / spin down)**: 3.927 / 4.743 eV
**Spin multiplicity**: 2

Last column: Löwdin charge in e.
CARTESIAN COORDINATES (ANGSTROEM)
Hf -1.667 2.298 -1.972  1.96
Hf 3.017 -0.824 -1.145  2.39
S 2.013 2.525 -2.111  0.32
O 2.347 2.646 -3.516  -0.23
O 2.533 3.549 -1.207  -0.25
O 0.538 2.467 -2.026  -0.45
O 2.459 1.248 -1.600  -0.42
S -0.056 0.251 0.539  0.47
O 0.815 1.188 1.275  -0.34
O -0.827 -0.585 1.469  -0.31
O -0.866 1.156 -0.265  -0.41
O 0.857 -0.486 -0.383  -0.39
C -1.054 -2.146 -3.854  -0.60
F -1.534 -2.232 -5.065  0.23
F -2.013 -1.992 -2.963  0.14
F -0.355 -3.240 -3.456  0.15
S 0.108 -0.580 -3.707  0.67
O -0.783 0.457 -3.103  -0.44
O 1.274 -0.831 -2.839  -0.42
O 0.549 -0.149 -5.039  -0.22
O -2.483 -2.908 0.089  -0.02
H -2.760 -2.835 -0.825  0.03
H -2.833 -2.123 0.509  0.00
O 2.568 -2.088 0.823  -0.08
H 1.781 -2.015 1.362  0.02
H 3.202 -2.537 1.382  0.12
O 0.076 -3.707 -0.195  -0.06
H 0.075 -3.262 0.652  -0.03
H -0.757 -3.458 -0.598  -0.01
O 1.015 1.310 4.044  -0.03
H 1.182 1.122 3.121  -0.02
H 0.742 2.227 4.057  0.06
O 3.400 0.400 0.848  -0.06
H 2.727 0.998 1.175  0.05
H 4.123 0.491 1.469  0.13
O -2.984 0.268 -1.324  -0.09
H -3.313 -0.358 -1.969  0.07
H -3.508 0.102 -0.540  0.04
O 1.877 3.658 1.425  -0.04
H 1.383 2.838 1.396  -0.05
H 2.330 3.695 0.583  -0.02
O -3.347 -0.444 1.134  -0.03
H -2.410 -0.350 1.304  -0.02
H -3.727 -0.648 1.988  0.10
O -1.651 0.322 3.731  -0.04
H -0.829 0.619 4.120  0.00
H -1.384 -0.214 2.984  -0.04
O -0.939 3.773 -0.100  -0.07
H -0.470 4.607 -0.060  0.10
H -0.829 3.394 0.772  0.07
O 0.501 -2.571 2.424  -0.02
H -0.078 -1.823 2.281  0.00
H -0.035 -3.202 2.905  0.11

***

# 4
Density functional theory data (wB97M-V/def2-TZVPD) for a cluster of 2 separate species, C5H4INO3 in total.

**Total charge**: 0
**HOMO-LUMO gap (spin up / spin down)**: 7.506 / 7.509 eV

Last column: Löwdin charge in e.
CARTESIAN COORDINATES (ANGSTROEM)
C 0.548 1.687 0.976  -0.02
C -0.542 1.072 0.426  -0.03
C 1.450 0.670 1.386  -0.03
C -0.239 -0.262 0.470  -0.49
C -0.840 -1.428 -0.046  -0.43
N -0.073 -0.935 -1.956  -0.37
O -0.829 -0.309 -2.600  0.01
O 1.100 -1.120 -2.102  0.06
O 0.904 -0.498 1.039  0.06
I -2.955 -1.459 -0.415  0.89
H 0.593 2.713 0.998  0.08
H -1.202 1.485 -0.206  0.08
H 2.351 0.700 1.931  0.11
H -0.267 -2.318 0.099  0.07

***

# 5
Density functional theory data (wB97M-V/def2-TZVPD) for a structure of composition C10H31AsF6O5.

**Total charge**: 0
**HOMO-LUMO gap**: 11.118 eV

Last column: Löwdin charge in e.
CARTESIAN COORDINATES (ANGSTROEM)
O 0.267 -0.167 -0.639  0.19
H 0.026 0.576 -1.247  0.09
H -0.554 -0.689 -0.435  0.08
H 0.722 0.108 0.187  0.09
As 1.149 -1.439 -4.199  0.80
F 2.660 -1.795 -5.037  -0.27
F 0.455 -2.887 -4.959  -0.28
F -0.429 -1.140 -3.447  -0.29
F 1.834 -0.059 -3.379  -0.27
F 0.727 -0.331 -5.509  -0.28
F 1.544 -2.487 -2.821  -0.29
C -2.815 0.534 0.964  -0.05
C -3.242 -0.641 0.108  -0.46
C -4.082 -0.148 -1.076  -0.04
O -2.098 -1.269 -0.432  -0.05
H -3.664 1.045 1.416  0.09
H -2.270 1.261 0.360  0.07
H -2.203 0.165 1.788  0.06
H -3.893 -1.299 0.691  0.14
H -5.053 0.259 -0.789  0.08
H -4.254 -0.951 -1.798  0.08
H -3.575 0.614 -1.672  0.08
H -2.353 -1.980 -1.030  0.13
C 1.418 -2.660 0.758  -0.03
C 0.695 -2.483 2.101  -0.47
C 1.672 -2.499 3.271  -0.06
O 0.040 -1.218 2.050  -0.08
H 1.989 -3.588 0.800  0.09
H 2.127 -1.836 0.696  0.08
H 0.688 -2.789 -0.038  0.08
H -0.049 -3.277 2.202  0.14
H 1.282 -2.012 4.166  0.08
H 2.621 -1.987 3.095  0.08
H 1.904 -3.541 3.500  0.08
H -0.539 -1.111 2.809  0.09
C 2.945 2.917 2.326  -0.05
C 1.834 1.874 2.252  -0.48
C 0.483 2.566 2.204  -0.04
O 1.971 1.084 1.079  -0.06
H 3.941 2.468 2.345  0.08
H 2.828 3.565 3.193  0.08
H 2.942 3.520 1.417  0.09
H 1.902 1.192 3.104  0.14
H -0.290 1.802 2.094  0.06
H 0.367 3.297 1.403  0.09
H 0.315 3.072 3.155  0.09
H 2.846 0.686 1.148  0.11
C -0.856 2.177 -3.380  -0.11
O -0.674 1.905 -2.000  -0.13
H -0.546 1.323 -3.980  0.06
H -1.862 2.552 -3.572  0.09
H -0.183 2.976 -3.706  0.09
H -0.711 2.745 -1.535  0.10

***

# 6
Density functional theory data (wB97M-V/def2-TZVPD) for an isolated molecule of C28H31N3O6.

**Total charge**: 0
**HOMO-LUMO gap**: 8.750 eV
**Structure (SMILES)**: COc1ccc([C@H]2[C@H](C(=O)NCc3ccccn3)CCC(=O)N2c2cc(OC)c(OC)c(OC)c2)cc1

Last column: Löwdin charge in e.
CARTESIAN COORDINATES (ANGSTROEM)
C -7.485 -0.257 1.472  -0.09
H -8.571 -0.234 1.402  0.09
O -7.015 0.397 0.318  -0.08
C -5.672 0.509 0.135  -0.28
C -4.702 0.039 1.012  0.00
C -3.359 0.218 0.722  -0.03
C -2.949 0.870 -0.431  -0.18
C -3.927 1.314 -1.317  -0.02
C -5.265 1.145 -1.039  0.01
H -6.023 1.491 -1.723  0.12
H -3.640 1.786 -2.245  0.12
C -1.480 1.036 -0.779  -0.18
N -0.583 0.543 0.250  0.03
C -0.386 1.270 1.387  -0.45
O 0.320 0.906 2.306  0.08
C -1.156 2.574 1.413  -0.07
C -0.987 3.378 0.123  -0.11
C -1.088 2.493 -1.127  -0.15
C 0.210 2.420 -1.938  -0.47
O 0.216 2.515 -3.150  0.07
N 1.316 2.197 -1.214  0.08
H 1.313 2.127 -0.204  0.10
C 2.625 2.043 -1.795  -0.10
C 3.667 2.115 -0.714  -0.26
N 3.216 2.191 0.532  0.10
C 4.081 2.241 1.530  -0.13
C 5.452 2.216 1.341  -0.06
C 5.931 2.136 0.040  -0.06
C 5.027 2.084 -1.007  -0.02
H 5.360 2.021 -2.031  0.12
H 6.993 2.116 -0.154  0.11
H 6.126 2.258 2.182  0.10
H 3.641 2.297 2.517  0.12
H 2.788 2.823 -2.548  0.14
H 2.700 1.075 -2.312  0.14
H -1.839 2.892 -1.812  0.14
H -0.023 3.890 0.139  0.12
H -1.759 4.149 0.092  0.12
H -2.212 2.340 1.562  0.12
H -0.812 3.149 2.274  0.13
C 0.042 -0.709 0.053  -0.18
C 1.379 -0.883 0.394  0.05
C 1.979 -2.115 0.205  -0.18
C 1.261 -3.197 -0.344  -0.13
C -0.074 -3.002 -0.710  -0.18
C -0.670 -1.756 -0.498  0.07
H -1.710 -1.657 -0.765  0.13
O -0.915 -3.908 -1.274  -0.06
C -0.490 -5.216 -1.588  -0.07
H -0.277 -5.799 -0.688  0.09
H -1.332 -5.666 -2.115  0.09
H 0.390 -5.212 -2.233  0.10
O 1.890 -4.413 -0.557  -0.12
C 2.313 -5.095 0.608  -0.07
H 2.706 -6.049 0.263  0.09
H 3.095 -4.546 1.137  0.08
H 1.472 -5.270 1.289  0.10
O 3.285 -2.372 0.512  -0.08
C 4.057 -1.341 1.075  -0.06
H 3.616 -0.967 2.004  0.10
H 4.187 -0.511 0.375  0.08
H 5.028 -1.786 1.287  0.10
H 1.927 -0.057 0.811  0.09
H -1.292 0.435 -1.679  0.17
H -2.628 -0.170 1.416  0.13
H -4.972 -0.474 1.921  0.10
H -7.170 0.260 2.384  0.10
H -7.147 -1.298 1.509  0.10

***

# 7
Density functional theory data (wB97M-V/def2-TZVPD) for an isolated molecule of C3H4N2OS.

**Total charge**: 0
**HOMO-LUMO gap**: 10.467 eV
**Structure (SMILES)**: SCc1ncno1

Last column: Löwdin charge in e.
CARTESIAN COORDINATES (ANGSTROEM)
C 1.091 -0.357 0.827  -0.47
C -0.307 -0.066 0.389  -0.47
C -2.135 0.720 -0.165  -0.18
H 2.024 1.419 -0.426  -0.12
H 1.187 -1.407 1.050  0.08
H 1.290 0.175 1.756  0.08
H -2.940 1.406 -0.326  0.11
N -0.923 1.067 0.387  0.15
N -2.264 -0.544 -0.468  0.09
O -1.034 -1.071 -0.101  0.01
S 2.321 0.096 -0.436  0.72

***

# 8
Density functional theory data (wB97M-V/def2-TZVPD) for the ion CH4NO with charge -1.

**Total charge**: -1
**HOMO-LUMO gap**: 7.359 eV
**Structure (SMILES)**: NC[O-]

Last column: Löwdin charge in e.
CARTESIAN COORDINATES (ANGSTROEM)
N 0.185 0.565 0.985  -0.08
C 0.449 -0.222 -0.227  -0.65
O -0.713 -0.293 -0.967  -0.43
H -0.829 0.535 1.130  0.03
H 0.387 0.050 1.821  0.00
H 1.346 0.421 -0.701  0.07
H 0.808 -1.281 -0.044  0.06